one.
Computed, not measured: a cluster of 2 separate species, C10H16O in total, with ωB97M-V/def2-TZVPD.

Computed properties:
Multiplicity: 1
SMILES string: Cc1ccc(O)cc1.CCC
Gap between HOMO and LUMO (eV): 8.874

CARTESIAN COORDINATES (ANGSTROEM)
C -1.2436 -2.5891 0.7809
C -1.3305 -1.4623 -0.2014
C -1.8339 -0.1858 0.1874
C -1.8331 0.8340 -0.7689
C -1.1454 0.4093 -1.9835
O -1.2829 1.2500 -3.0439
C -0.4715 -0.6972 -2.2447
C -0.6633 -1.6656 -1.3468
H -2.2457 -2.7903 1.4633
H -0.3304 -2.1284 1.4063
H -0.8874 -3.5379 0.4580
H -2.3505 -0.0301 1.0604
H -2.4019 1.8334 -0.6427
H -1.4584 2.2299 -2.7753
H 0.3222 -0.5896 -3.0753
H -0.3055 -2.6251 -1.6507
C 2.6175 1.6626 1.6885
C 1.2215 1.4786 1.2667
C 1.2728 0.1538 0.3490
H 3.2555 0.9542 1.3340
H 2.8444 1.6108 2.8010
H 3.1085 2.5818 1.3434
H 0.4503 1.4022 2.1539
H 0.8595 2.4235 0.7942
H 1.4389 0.5468 -0.7198
H 2.0000 -0.5597 0.7906
H 0.3929 -0.5098 0.5752

---

two.
Computed, not measured: a cluster of 2 separate species, C10H16O in total, with ωB97M-V/def2-TZVPD.

Computed properties:
Multiplicity: 1
SMILES string: CCc1ccc(O)cc1.CC
Gap between HOMO and LUMO (eV): 9.233

CARTESIAN COORDINATES (ANGSTROEM)
C 2.4968 0.7978 -1.3602
C 1.2923 -0.1157 -1.1126
C 0.8556 -0.1328 0.3477
C 0.2873 1.0065 0.8978
C 0.1568 1.1187 2.2723
C 0.5783 0.0754 3.0974
O 0.6958 0.2333 4.4560
C 1.0907 -1.0816 2.5364
C 1.1617 -1.2171 1.1526
H 2.1421 1.7468 -1.7736
H 3.0215 0.4178 -2.2356
H 3.0367 1.0018 -0.4524
H 0.4232 -0.0340 -1.7671
H 1.5402 -1.1615 -1.3306
H 0.1088 1.8600 0.2603
H -0.3016 1.9689 2.7671
H 0.2410 1.0513 4.7086
H 1.2935 -1.9167 3.1880
H 1.5360 -2.1616 0.7828
C -2.5725 -0.9338 -2.6222
C -2.8087 0.0544 -1.4814
H -1.8180 -0.5932 -3.3390
H -2.1272 -1.8479 -2.2201
H -3.4852 -1.2101 -3.1456
H -3.0396 -0.4620 -0.5684
H -3.6874 0.6624 -1.7520
H -2.1182 0.8730 -1.3064

---

three.
Computed, not measured: a cluster of 2 separate species, C10H16O in total, with ωB97M-V/def2-TZVPD.

Computed properties:
Multiplicity: 1
SMILES string: Cc1ccc(O)cc1.CCC
Gap between HOMO and LUMO (eV): 9.450

CARTESIAN COORDINATES (ANGSTROEM)
C 2.1454 -0.0619 2.3150
C 0.8056 -0.6089 1.9538
C -0.3368 -0.2562 2.6771
C -1.6150 -0.6656 2.3157
C -1.6849 -1.4722 1.1815
O -2.9317 -1.8492 0.6885
C -0.5994 -1.9428 0.4688
C 0.6519 -1.5126 0.9317
H 2.8638 -0.2111 1.5064
H 2.7181 -0.3536 3.2030
H 2.0963 1.0203 2.4896
H -0.1043 0.2916 3.5855
H -2.4976 -0.2246 2.7524
H -3.5112 -1.0928 0.6198
H -0.6523 -2.7039 -0.2910
H 1.3388 -1.9015 0.2172
C 0.7286 2.3460 -2.3455
C 0.0462 1.0542 -1.7781
C -0.5316 0.1778 -2.8816
H 1.3835 2.1271 -3.1985
H 1.4270 2.7562 -1.6181
H -0.0488 3.0012 -2.7224
H 0.8916 0.6646 -1.2189
H -0.7787 1.5073 -1.2335
H 0.2542 -0.4497 -3.3119
H -1.3691 -0.3934 -2.5097
H -0.6898 0.7534 -3.7970

---

four.
Computed, not measured: a cluster of 2 separate species, C10H16O in total, with ωB97M-V/def2-TZVPD.

Computed properties:
Multiplicity: 1
SMILES string: Cc1ccc(O)cc1.CCC
Gap between HOMO and LUMO (eV): 9.133

CARTESIAN COORDINATES (ANGSTROEM)
C -0.4805 -2.3776 -0.3823
C -0.9386 -1.5836 0.8060
C -2.2137 -1.0643 0.8611
C -2.3902 0.1560 1.5345
C -1.3696 0.6815 2.2801
O -1.4760 1.8547 2.9809
C -0.1239 0.0424 2.3855
C 0.0519 -1.1450 1.7117
H 0.0358 -1.7369 -1.0498
H -1.3162 -2.7244 -1.0094
H -0.0438 -3.3580 -0.1602
H -2.9874 -1.4833 0.2268
H -3.3677 0.6298 1.5213
H -2.3355 2.2732 2.8220
H 0.6132 0.4660 3.0545
H 0.9381 -1.7574 1.7780
C 2.6597 0.6363 -1.2262
C 1.2335 1.2109 -1.2016
C 0.7681 1.2389 -2.6758
H 2.6080 -0.4032 -1.5368
H 3.0972 0.6699 -0.2253
H 3.2954 1.0839 -1.9936
H 0.6044 0.6291 -0.5457
H 1.2973 2.2251 -0.8062
H 0.7314 2.2860 -2.9751
H 1.3735 0.6454 -3.3519
H -0.2644 0.9046 -2.8226

---

Most stable of them? two.

---

one.
Computed, not measured: a cluster of 2 separate species, C10H16O in total, with ωB97M-V/def2-TZVPD.

Computed properties:
Multiplicity: 1
SMILES string: CCc1ccc(O)cc1.CC
Gap between HOMO and LUMO (eV): 9.347

CARTESIAN COORDINATES (ANGSTROEM)
C -1.4741 -1.5131 -2.8611
C -0.2793 -1.8227 -1.9421
C 0.2267 -0.5334 -1.3544
C 1.2935 0.1490 -1.9390
C 1.5684 1.4587 -1.5624
C 0.8464 2.0484 -0.5274
O 1.2144 3.2759 -0.0331
C -0.1575 1.3536 0.1179
C -0.3276 0.0151 -0.2056
H -2.3920 -1.4304 -2.2773
H -1.5966 -2.2470 -3.6499
H -1.3631 -0.5352 -3.3350
H -0.5266 -2.5463 -1.1651
H 0.4781 -2.3450 -2.5253
H 1.7259 -0.1918 -2.8694
H 2.4983 1.9297 -1.8476
H 1.6226 3.7946 -0.7445
H -0.7036 1.7446 0.9675
H -1.0391 -0.5644 0.3396
C 0.5366 -0.4800 3.3344
C -0.9389 -0.0916 3.5075
H 1.1951 0.0650 3.9994
H 0.6602 -1.5574 3.4395
H 0.7989 -0.2654 2.2992
H -1.1071 0.9726 3.7473
H -1.5116 -0.2241 2.5940
H -1.2479 -0.4595 4.4929

---

two.
Computed, not measured: a cluster of 2 separate species, C10H16O in total, with ωB97M-V/def2-TZVPD.

Computed properties:
Multiplicity: 1
SMILES string: Cc1ccc(O)cc1.CCC
Gap between HOMO and LUMO (eV): 8.983

CARTESIAN COORDINATES (ANGSTROEM)
C 1.9000 -2.8239 -1.5444
C 1.4561 -1.4666 -1.2031
C 0.2310 -0.9557 -1.4654
C 0.0766 0.4070 -1.3635
C 1.1532 1.1177 -0.7089
O 1.0972 2.5014 -0.6245
C 2.3093 0.5664 -0.2150
C 2.4438 -0.7112 -0.4548
H 1.0374 -3.4637 -1.9546
H 2.4553 -3.4077 -0.6962
H 2.5932 -2.7094 -2.4129
H -0.5322 -1.4261 -2.1731
H -0.7495 1.0791 -1.7606
H 0.1070 2.7667 -0.7585
H 3.1782 1.1294 0.2326
H 3.2417 -1.2228 0.1035
C -1.8879 -0.4864 1.8859
C -2.4175 0.7359 1.1204
C -1.8756 2.1090 1.6073
H -0.9362 -0.6375 1.4009
H -2.5136 -1.3698 1.8100
H -1.8007 -0.3245 2.9514
H -2.0448 0.5490 0.0962
H -3.5385 0.6642 1.0497
H -1.0270 2.3496 1.0084
H -2.4997 2.9456 1.4559
H -1.4569 2.0844 2.6135

---

three.
Computed, not measured: a cluster of 2 separate species, C10H16O in total, with ωB97M-V/def2-TZVPD.

Computed properties:
Multiplicity: 1
SMILES string: Cc1ccc(O)cc1.CCC
Gap between HOMO and LUMO (eV): 9.314

CARTESIAN COORDINATES (ANGSTROEM)
C 1.6582 -2.9840 -0.5803
C 1.2571 -1.7257 -1.3796
C 1.9854 -0.5437 -1.1042
C 1.4889 0.6663 -1.5120
C 0.2824 0.6665 -2.2504
O -0.2266 1.8690 -2.6681
C -0.4288 -0.4190 -2.4163
C 0.0368 -1.7137 -2.0132
H 0.9327 -3.7789 -0.7472
H 1.7090 -2.7188 0.4307
H 2.6680 -3.3412 -0.8282
H 2.8936 -0.6720 -0.5799
H 2.0749 1.5669 -1.2911
H 0.5010 2.5401 -2.4888
H -1.3848 -0.4746 -2.9959
H -0.4378 -2.6289 -2.1687
C -2.0616 0.3114 2.8095
C -1.0329 0.8238 1.8377
C -0.9393 2.3129 1.9122
H -2.3525 -0.6970 2.6880
H -2.9497 0.9434 2.6445
H -1.7927 0.4354 3.7994
H -0.1118 0.4157 2.1888
H -1.2666 0.5920 0.7774
H -1.6055 2.9087 2.4187
H -0.0186 2.6565 2.4783
H -0.8788 2.9889 1.0388

---

Most stable of them? one.

---

one.
Computed, not measured: a cluster of 2 separate species, C10H16O in total, with ωB97M-V/def2-TZVPD.

Computed properties:
Multiplicity: 1
SMILES string: Cc1ccc(O)cc1.CCC
Gap between HOMO and LUMO (eV): 9.139

CARTESIAN COORDINATES (ANGSTROEM)
C -2.3482 1.9873 -0.0660
C -1.2624 1.5306 0.8661
C -0.0094 2.1185 0.7866
C 1.1109 1.5007 1.3342
C 1.0091 0.2532 1.9387
O 2.1824 -0.3600 2.2368
C -0.2429 -0.3316 2.0890
C -1.3396 0.3952 1.6635
H -2.3539 1.3007 -0.9156
H -2.2012 3.0274 -0.3150
H -3.3841 1.9587 0.2923
H 0.2370 2.9269 0.1110
H 2.0548 1.9835 1.5481
H 2.1512 -1.2365 2.6297
H -0.4323 -1.3367 2.4454
H -2.3203 -0.0229 1.8289
C 1.5589 -0.5775 -1.5125
C 0.3677 -1.4374 -1.0607
C -0.0998 -2.2683 -2.2558
H 2.1185 -0.1380 -0.6847
H 1.2104 0.2171 -2.1734
H 2.2842 -1.1852 -2.0587
H 0.7251 -2.0289 -0.2163
H -0.4909 -0.8387 -0.7619
H -0.6503 -3.1572 -1.9453
H -0.6117 -1.6172 -2.9619
H 0.7369 -2.6634 -2.8422

---

two.
Computed, not measured: a cluster of 2 separate species, C10H16O in total, with ωB97M-V/def2-TZVPD.

Computed properties:
Multiplicity: 1
SMILES string: Cc1ccc(O)cc1.CCC
Gap between HOMO and LUMO (eV): 9.128

CARTESIAN COORDINATES (ANGSTROEM)
C -2.7599 1.5438 0.7974
C -1.8582 0.3810 0.4850
C -1.7487 -0.0949 -0.8098
C -1.1882 -1.3538 -1.0345
C -0.6541 -2.0540 0.0329
O -0.4012 -3.3961 -0.0823
C -0.6092 -1.4859 1.3048
C -1.1727 -0.2462 1.5335
H -2.6472 2.0807 1.7343
H -3.7330 1.0790 0.8245
H -3.0414 2.2012 -0.0323
H -2.2485 0.4830 -1.5779
H -1.2516 -1.7847 -2.0289
H -0.7862 -3.7591 -0.8806
H -0.0203 -2.0232 2.0399
H -0.9807 0.2747 2.4652
C 2.3562 2.0089 -0.7422
C 2.1795 0.8232 0.1896
C 2.2715 -0.5064 -0.6184
H 3.1088 2.7196 -0.3955
H 1.4571 2.6041 -0.8390
H 2.6830 1.7239 -1.7416
H 2.9147 0.6369 0.9777
H 1.2354 0.7623 0.7303
H 2.9969 -0.4749 -1.4226
H 2.6125 -1.3263 0.0272
H 1.2853 -0.8167 -0.9366

---

three.
Computed, not measured: a cluster of 2 separate species, C10H16O in total, with ωB97M-V/def2-TZVPD.

Computed properties:
Multiplicity: 1
SMILES string: Cc1ccc(O)cc1.CCC
Gap between HOMO and LUMO (eV): 9.287

CARTESIAN COORDINATES (ANGSTROEM)
C 0.0661 0.7338 3.0246
C 0.6471 -0.0570 1.8765
C 1.5259 0.6088 1.0109
C 2.2271 -0.0864 0.0398
C 1.9641 -1.4333 -0.1312
O 2.5694 -2.1651 -1.1247
C 1.1773 -2.1352 0.7709
C 0.5918 -1.4346 1.8107
H -0.9122 0.3687 3.3225
H -0.1134 1.7654 2.6943
H 0.7531 0.8209 3.8703
H 1.6545 1.6773 1.1021
H 2.9214 0.4772 -0.5751
H 3.3363 -1.6543 -1.4308
H 1.2192 -3.1855 0.6199
H 0.1406 -1.9844 2.6348
C -1.6345 0.6584 -3.0879
C -1.3435 0.4640 -1.5958
C -2.3779 0.9736 -0.6151
H -1.5742 1.6989 -3.3909
H -2.5106 0.0724 -3.3770
H -0.8394 0.1204 -3.6271
H -1.1351 -0.5924 -1.4471
H -0.3761 0.9453 -1.4030
H -3.3909 0.9721 -1.0186
H -2.3563 0.3722 0.2993
H -2.2298 1.9989 -0.2525

---

four.
Computed, not measured: a cluster of 2 separate species, C10H16O in total, with ωB97M-V/def2-TZVPD.

Computed properties:
Multiplicity: 1
SMILES string: CCc1ccccc1.CCO
Gap between HOMO and LUMO (eV): 9.664

CARTESIAN COORDINATES (ANGSTROEM)
C -1.0437 -2.9400 -1.3379
C -0.3948 -1.6395 -1.8185
C -1.0060 -0.3142 -1.4423
C -2.3380 -0.1544 -1.0809
C -2.7630 1.0829 -0.5428
C -1.8576 2.1300 -0.3501
C -0.5305 1.8843 -0.7590
C -0.0854 0.7504 -1.4135
H -1.4786 -2.9101 -0.3428
H -0.3052 -3.7713 -1.2840
H -1.8463 -3.2180 -2.0285
H 0.6918 -1.7139 -1.6215
H -0.3012 -1.4556 -2.9268
H -3.0754 -0.9607 -1.0951
H -3.8738 0.9099 -0.3534
H -1.9745 2.8758 0.4126
H 0.0368 2.8189 -0.7194
H 0.9699 0.5433 -1.4900
C 1.9115 1.2755 2.8661
C 2.6201 0.6061 1.6954
O 2.7379 -0.8087 1.4193
H 2.4371 2.1929 3.1435
H 1.8748 0.7502 3.8451
H 0.9167 1.4266 2.4634
H 2.1431 1.1844 0.8309
H 3.7245 0.6910 1.6458
H 2.8099 -1.2359 2.2844

---

Most stable of them? three.

---

one.
Computed, not measured: a cluster of 2 separate species, C6H4O in total, with ωB97M-V/def2-TZVPD.

Computed properties:
Multiplicity: 1
Gap between HOMO and LUMO (eV): 10.057

CARTESIAN COORDINATES (ANGSTROEM)
C 1.2535 -0.0716 -2.0725
C -0.5944 0.5477 1.9657
C 1.1152 -0.5148 -0.9538
C 0.2352 0.0443 1.1052
C -2.5697 0.3710 -1.2366
C 1.1933 -0.6026 0.4955
O -1.7645 0.0487 -1.9415
H 1.0753 -0.2120 -3.1381
H -1.3577 -0.0167 2.3434
H -0.6019 1.5304 2.4288
H 2.0157 -1.1243 1.0039

---

two.
Computed, not measured: the molecule C6H4O, with ωB97M-V/def2-TZVPD.

Computed properties:
Multiplicity: 1
SMILES string: C#Cc1ccco1
Gap between HOMO and LUMO (eV): 8.885

CARTESIAN COORDINATES (ANGSTROEM)
C 2.6583 -0.1317 0.1491
C 1.8471 -0.2406 -0.7376
C 0.4250 -0.1155 -0.6348
C -0.2796 0.9596 -0.1992
C -1.5463 0.4414 0.2056
C -1.4890 -0.8986 0.0051
O -0.2837 -1.2563 -0.5072
H 3.1267 -0.0178 1.0941
H 0.1070 1.9660 -0.1118
H -2.3838 1.0040 0.5880
H -2.1819 -1.7105 0.1487

---

Most stable of them? two.